A molecular structure, C48H51MnN5O4Te2. Source: the OMol25 dataset; level of theory: ωB97M-V/def2-TZVPD.

Each line ends with the Mulliken spin population.
Element x y z (Å)
Mn1 -0.22907 -0.21531 0.08312  3.961
C1 5.50055 3.52024 -1.31507  0.000
C2 4.43251 2.54936 -0.88646  0.001
C3 4.69838 1.18391 -0.77871  0.004
C4 3.74082 0.28051 -0.35863  -0.012
C5 4.06008 -1.18758 -0.37633  0.009
O1 4.66406 -1.64227 -1.32239  0.000
C6 3.73319 -2.04053 0.80391  0.000
C7 3.62054 -3.41422 0.61349  0.006
C8 3.35274 -4.24269 1.69165  -0.002
C9 3.22366 -3.70508 2.96630  0.001
C10 3.35549 -2.33710 3.16161  0.002
C11 3.59697 -1.50482 2.07946  -0.004
C12 2.44525 0.72686 -0.06322  -0.101
O2 1.57033 -0.15929 0.36624  0.001
C13 2.12391 2.08861 -0.23650  0.093
C14 3.14858 2.97584 -0.61620  -0.001
C15 0.76523 2.58773 -0.04044  -0.017
N1 -0.28592 1.82985 0.09250  0.022
C16 -1.59488 2.49595 0.30170  -0.010
C17 -1.96138 2.52257 1.77251  0.033
Te1 -3.90019 3.35198 2.12919  0.000
C18 -3.21160 5.32949 2.32176  0.000
C19 -2.52074 5.70274 3.47156  0.000
C20 -2.10926 7.01718 3.63495  0.000
C21 -2.39403 7.96339 2.65904  0.000
C22 -3.07619 7.59058 1.51020  0.000
C23 -3.48293 6.27352 1.33705  0.000
C24 0.61218 4.07665 -0.02134  0.011
C25 0.36487 4.75413 -1.21134  0.004
C26 0.22126 6.13299 -1.20153  0.000
C27 0.32323 6.83434 -0.00755  0.000
C28 0.57141 6.15668 1.17611  0.000
C29 0.71601 4.77663 1.17287  0.000
H1 6.42965 3.00019 -1.54271  0.000
H2 5.71153 4.25051 -0.53249  0.000
H3 5.19987 4.07071 -2.20727  0.000
H4 5.67980 0.80446 -1.03952  0.000
H5 3.75480 -3.81338 -0.38353  0.000
H6 3.26785 -5.31281 1.54435  0.000
H7 3.03162 -4.35300 3.81226  0.000
H8 3.26374 -1.92028 4.15560  -0.002
H9 3.69557 -0.43430 2.22530  -0.001
H10 2.91763 4.02751 -0.71988  0.001
H11 -2.33546 1.94904 -0.27255  -0.016
H12 -1.57137 3.51216 -0.08627  0.000
H13 -1.27078 3.13844 2.35121  0.000
H14 -1.93511 1.53147 2.22104  -0.009
H15 -2.31392 4.97066 4.24324  0.000
H16 -1.57983 7.30474 4.53492  0.000
H17 -2.08823 8.99297 2.79522  0.000
H18 -3.29927 8.32531 0.74720  0.000
H19 -4.01611 5.98489 0.44010  0.000
H20 0.29021 4.20282 -2.14141  -0.001
H21 0.03395 6.65903 -2.12831  0.000
H22 0.20784 7.90996 -0.00088  0.000
H23 0.64934 6.70049 2.10733  0.000
H24 0.91213 4.25274 2.10137  -0.002
C30 -3.84693 -1.73929 2.51297  0.002
C31 -4.59720 -0.94035 1.45349  -0.001
N2 -4.30964 -1.34912 0.07370  0.010
C32 -5.35491 -2.13487 -0.59452  -0.002
C33 -5.45578 -3.55288 -0.05532  0.001
C34 -3.13516 -1.05574 -0.49298  0.005
C35 -2.85102 -1.51490 -1.88954  0.004
N3 -2.22064 -0.36021 0.14044  -0.092
H25 -3.99723 -1.27774 3.48993  0.000
H26 -2.77322 -1.80127 2.32026  0.002
H27 -4.21790 -2.76166 2.56772  0.001
H28 -4.40168 0.13327 1.54751  -0.001
H29 -5.67229 -1.05092 1.58738  0.000
H30 -5.16470 -2.15030 -1.66156  0.000
H31 -6.29761 -1.60306 -0.45526  0.000
H32 -4.50555 -4.07821 -0.16352  0.000
H33 -6.21858 -4.10570 -0.60330  0.000
H34 -5.73216 -3.56248 0.99881  0.000
H35 -3.59298 -1.11833 -2.58089  0.002
H36 -2.88324 -2.60467 -1.94818  0.001
H37 -1.86405 -1.18255 -2.19499  -0.001
H38 -2.50022 -0.12042 1.08388  0.025
C36 -1.38026 0.41299 4.48065  0.007
Te2 0.12811 -0.42560 3.20666  0.026
C37 1.15281 1.43112 3.47512  0.003
C38 0.34931 2.24101 4.46144  -0.004
C39 0.82100 3.47440 4.91297  0.001
C40 0.08708 4.22531 5.81434  0.000
C41 -1.13819 3.75196 6.27076  0.000
C42 -1.61347 2.53085 5.82487  0.003
C43 -0.87227 1.76244 4.92708  -0.007
H39 -1.54128 -0.25497 5.32453  0.000
H40 -2.32249 0.50833 3.93920  0.000
H41 1.23193 1.93860 2.51396  0.009
H42 2.16252 1.24265 3.83742  -0.003
H43 1.78318 3.83452 4.56458  0.000
H44 0.47173 5.17207 6.17126  0.000
H45 -1.71768 4.33149 6.97790  0.000
H46 -2.56591 2.15880 6.18412  0.000
C44 0.03103 -5.71888 1.57977  -0.001
N4 0.09338 -4.60074 0.64395  0.001
C45 0.52760 -4.75902 -0.63380  0.000
C46 0.59710 -3.73690 -1.51500  0.005
C47 0.22937 -2.45152 -1.01434  -0.027
O3 0.21953 -1.37131 -1.67854  0.081
N5 -0.15568 -2.30982 0.26956  -0.032
C48 -0.31829 -3.35348 1.12453  0.006
O4 -0.78375 -3.25437 2.25058  0.004
H47 0.34290 -6.62318 1.06368  0.000
H48 -0.98296 -5.83762 1.95405  0.000
H49 0.69043 -5.53022 2.42508  0.000
H50 0.80846 -5.76878 -0.90244  0.000
H51 0.93756 -3.86346 -2.52944  0.000

Properties
- LUMO (spin up / spin down) (eV) = -3.26 / -2.89
- Kohn-Sham gap (spin up / spin down) (eV) = 6.9 / 7.3
- net charge = +1
- HOMO (spin up / spin down) (eV) = -10.137 / -10.199
- spin multiplicity = 5

A molecular structure, C48H53GdN9O2P2Si at a distorted geometry. Source: the OMol25 dataset; level of theory: ωB97M-V/def2-TZVPD.

Each line ends with the Mulliken spin population.
Element x y z (Å)
Gd1 -0.12602 -1.38837 -0.08823  6.286
C1 4.61340 -4.75208 0.49602  -0.006
N1 3.78276 -3.54317 0.72469  -0.005
C2 4.11393 -2.46392 1.60394  -0.009
C3 3.06571 -1.58949 1.50948  -0.018
N2 2.09205 -2.07076 0.67178  0.097
C4 2.53190 -3.29226 0.20487  -0.073
P1 1.31848 -4.47847 -0.55654  0.012
C5 0.01636 -4.44643 0.72201  -0.056
N3 -0.82785 -3.34695 0.93315  0.034
C6 -1.73631 -3.77500 1.89018  -0.037
C7 -1.44292 -5.01552 2.34938  0.014
N4 -0.35278 -5.47426 1.56143  -0.028
C8 0.31864 -6.78923 1.75213  -0.004
C9 0.57933 -3.85081 -2.07094  0.400
N5 1.19351 -2.94143 -2.95093  0.067
C10 0.17167 -2.50623 -3.83943  0.072
C11 -0.96760 -3.14123 -3.62737  -0.026
N6 -0.68796 -4.00114 -2.49749  0.102
C12 -1.79729 -4.70363 -1.84351  -0.043
H1 5.58765 -4.58933 0.96640  0.000
H2 4.76431 -4.90552 -0.57689  -0.002
H3 4.17651 -5.62622 0.96464  0.005
H4 5.06211 -2.38164 2.12038  -0.003
H5 2.94081 -0.63695 2.00116  0.007
H6 -2.52906 -3.13466 2.21762  0.007
H7 -1.91018 -5.58857 3.13854  -0.001
H8 -0.42985 -7.52005 2.10424  0.000
H9 1.14702 -6.73961 2.48357  0.005
H10 0.71434 -7.13503 0.78654  -0.005
H11 0.43249 -1.88013 -4.67349  -0.002
H12 -1.96426 -3.06359 -4.04435  0.001
H13 -2.73280 -4.24949 -2.21827  0.003
H14 -1.78402 -4.62562 -0.75824  0.019
H15 -1.82478 -5.77436 -2.14113  0.009
O1 3.42180 -3.36297 -2.56579  0.115
C13 2.63636 -2.66993 -3.18678  0.031
C14 3.03581 -1.58301 -4.12623  0.024
C15 3.81377 -1.86951 -5.24742  -0.001
C16 4.22995 -0.83017 -6.09692  -0.003
C17 3.89184 0.46182 -5.80842  0.004
C18 3.14798 0.74335 -4.66534  -0.003
C19 2.76055 -0.22674 -3.77420  -0.013
P2 2.05863 0.45244 -2.22774  0.024
C20 3.48638 1.01303 -1.26306  0.015
C21 4.68712 0.30010 -1.39347  -0.006
C22 5.77788 0.63309 -0.60934  0.000
C23 5.71967 1.59812 0.38053  -0.001
C24 4.50678 2.32139 0.51690  -0.002
C25 3.41759 2.03338 -0.28089  -0.010
C26 1.15674 1.94904 -2.76557  0.002
C27 -0.03198 1.69958 -3.43997  -0.009
C28 -0.84122 2.75312 -3.85324  -0.001
C29 -0.45430 4.08480 -3.63024  0.000
C30 0.72298 4.32709 -2.95994  0.000
C31 1.58447 3.27711 -2.61023  -0.002
H16 4.13252 -2.90916 -5.38536  -0.001
H17 4.78543 -1.05244 -7.00566  0.000
H18 4.11784 1.28672 -6.48763  0.000
H19 2.86720 1.78815 -4.43453  0.000
H20 4.75825 -0.52785 -2.11086  -0.001
H21 6.71746 0.10575 -0.77514  0.000
H22 6.55538 1.82603 1.05755  0.000
H23 4.43185 3.12024 1.26532  0.000
H24 2.47925 2.57143 -0.10473  0.002
H25 -0.36661 0.66677 -3.63364  0.005
H26 -1.74141 2.55626 -4.43807  0.000
H27 -1.09247 4.90845 -3.95021  0.000
H28 1.00840 5.34911 -2.69842  0.000
H29 2.58083 3.49880 -2.19104  -0.001
C32 -4.10883 0.45594 1.02568  0.000
Si1 -3.09640 1.07017 -0.48498  -0.008
C33 -4.32463 1.60804 -1.84782  -0.002
C34 -2.05215 2.58677 -0.00010  0.006
C35 -2.04082 -0.38489 -1.14498  0.012
H30 -3.71302 0.93878 1.93479  0.001
H31 -3.94318 -0.61709 1.16648  0.000
H32 -5.17678 0.64026 0.99480  0.000
H33 -5.06948 2.27023 -1.44749  0.000
H34 -4.84393 0.77796 -2.33389  0.000
H35 -3.76221 2.16215 -2.61571  0.001
H36 -2.40359 3.02759 0.92412  -0.002
H37 -2.02337 3.30038 -0.79685  0.000
H38 -1.00943 2.28551 0.16643  -0.009
H39 -1.75874 -0.16655 -2.19544  0.005
H40 -2.65623 -1.28881 -1.15521  0.023
C36 -5.00470 5.52685 1.50087  0.000
C37 -4.46718 4.69358 2.62097  0.000
C38 -4.89234 3.41116 2.93283  0.000
C39 -4.30432 2.71076 3.99674  0.000
C40 -3.29493 3.27307 4.76490  0.000
N7 -2.77883 2.67327 5.92954  0.000
C41 -2.50100 1.35717 6.22701  0.000
O2 -2.59135 0.94442 7.36605  0.000
N8 -2.11731 0.56898 5.13373  0.000
C42 -1.21425 0.86729 4.07463  -0.008
C43 -0.24579 1.88932 4.13292  0.000
C44 0.66653 1.97355 3.06160  -0.016
C45 0.56702 1.05315 2.01428  -0.002
N9 -0.35233 0.02417 1.98031  0.024
C46 -1.27531 -0.01424 2.97599  -0.003
C47 -2.82173 4.55088 4.41230  0.000
C48 -3.41363 5.24250 3.36898  0.000
H41 -5.79375 4.98658 0.92438  0.000
H42 -4.20305 5.83928 0.82047  0.000
H43 -5.45179 6.44658 1.89878  0.000
H44 -5.70218 2.96452 2.33785  0.000
H45 -4.62161 1.67777 4.17402  0.000
H46 -3.05826 3.17733 6.76386  0.000
H47 -1.94477 -0.38583 5.44591  0.000
H48 -0.20828 2.62644 4.93478  0.000
H49 1.37160 2.80332 3.02233  -0.001
H50 1.26743 1.10451 1.15574  -0.006
H51 -2.02413 -0.80184 2.90032  -0.009
H52 -1.99212 5.02203 4.97348  0.000
H53 -3.08686 6.25476 3.14899  0.000

Properties
- LUMO (spin up / spin down) (eV) = -2.22 / -2.30
- Kohn-Sham gap (spin up / spin down) (eV) = 5.3 / 4.3
- net charge = +1
- HOMO (spin up / spin down) (eV) = -7.563 / -6.569
- spin multiplicity = 8